23
Properties=species:S:1:pos:R:3:forces:R:3 method="wB97M-V/def2-TZVPD" lumo_ha="-0.58743 / -0.63634" charge=+4 multiplicity=2 gap_ev="7.7 / 6.1"
Yb 1.006 0.496 -0.402 -0.532 -1.728 0.463
Y -0.660 0.238 -3.946 -1.790 0.253 1.295
Cl -0.482 -1.505 -2.154 0.436 0.813 0.124
Cl -0.151 2.047 -1.969 -0.267 -0.160 -1.132
P -0.722 -0.536 1.386 -0.222 -0.112 2.350
O 2.637 3.498 0.685 -2.691 -5.308 -1.119
O 1.399 2.222 -6.077 -2.608 -3.859 4.785
O 1.229 -2.413 -5.283 -1.847 4.787 2.739
C 0.878 -1.147 2.025 0.791 -0.435 -0.689
C 0.911 1.549 -5.258 3.372 4.652 -5.616
C -1.886 -1.576 2.306 -1.095 -1.010 -0.801
C 0.819 -1.460 -4.766 2.597 -5.726 -3.597
C -1.004 1.100 2.119 -0.403 0.870 -0.684
C 2.123 2.484 0.452 3.298 6.231 1.533
H -1.775 -2.641 2.043 0.095 0.350 0.048
H 1.118 -2.105 1.524 -0.112 0.193 0.263
H -2.933 -1.314 2.081 0.378 0.077 0.037
H 1.774 -0.499 1.910 -0.200 0.027 0.227
H -1.225 1.007 3.189 0.220 -0.125 -0.031
H 0.790 -1.371 3.100 0.063 0.260 -0.144
H -0.219 1.863 2.005 0.094 -0.181 0.074
H -1.725 -1.469 3.392 0.281 0.274 -0.352
H -1.901 1.529 1.639 0.144 -0.144 0.226